(1)
C8H11N4 | the ωB97M-V functional and the def2-TZVPD basis

## Properties
* DFT total energy: -14425.229 eV
* Kohn-Sham gap: 9.62 eV
* net charge: +1
* energy above the lowest of the compared OMol25 structures with the same formula, charge and spin: 65.6 kcal per mole
* multiplicity: 1
* SMILES: [H]/N=C1\N[N+](C)(C)c2ncccc21

Element x y z (Å)
H (-0.17, 3.74, -0.54)
N (0.57, 3.13, -0.15)
C (0.33, 1.96, 0.08)
N (-0.96, 1.29, 0.09)
N (-0.89, -0.15, 0.12)
C (-1.58, -0.81, 1.17)
C (-1.35, -0.57, -1.26)
C (0.86, -0.34, 0.05)
N (1.38, -1.49, 0.03)
C (2.73, -1.41, -0.05)
C (3.40, -0.18, -0.08)
C (2.74, 1.02, 0.04)
C (1.32, 0.94, 0.06)
H (-1.82, 1.75, 0.58)
H (-2.62, -0.53, 1.20)
H (-1.44, -1.97, 1.01)
H (-1.16, -0.49, 2.21)
H (-2.40, -0.34, -1.31)
H (-0.91, 0.18, -1.94)
H (-0.92, -1.62, -1.29)
H (3.18, -2.44, -0.14)
H (4.56, -0.29, -0.08)
H (3.27, 2.03, -0.02)


(2)
C25H56N2O10S | the ωB97M-V functional and the def2-TZVPD basis

## Properties
* DFT total energy: -61119.209 eV
* Kohn-Sham gap: 8.26 eV
* multiplicity: 1

Element x y z (Å)
C (3.97, 0.27, 3.28)
C (3.08, -0.58, 2.39)
O (3.90, -1.54, 1.71)
C (3.18, -2.67, 1.29)
C (2.29, -2.41, 0.07)
C (0.89, -1.95, 0.33)
C (0.31, -0.86, -0.23)
C (1.02, 0.07, -1.18)
O (0.76, 1.44, -0.90)
O (1.23, 1.66, 0.43)
C (-1.06, -0.51, 0.02)
C (-1.87, -1.23, 0.83)
C (-1.32, -2.38, 1.44)
N (-1.95, -3.22, 2.26)
S (-0.89, -4.36, 2.65)
N (0.39, -3.86, 1.82)
C (0.04, -2.73, 1.19)
H (4.78, 0.68, 2.69)
H (4.35, -0.31, 4.12)
H (3.38, 1.11, 3.66)
H (2.60, 0.07, 1.65)
H (2.31, -1.09, 2.97)
H (2.64, -3.13, 2.11)
H (3.94, -3.39, 0.98)
H (2.23, -3.34, -0.50)
H (2.84, -1.71, -0.56)
H (0.67, -0.08, -2.20)
H (2.10, -0.07, -1.16)
H (0.44, 1.94, 0.91)
H (-1.46, 0.37, -0.47)
H (-2.90, -0.94, 0.98)
C (-2.72, 4.69, 1.56)
C (-1.53, 3.92, 1.02)
O (-1.20, 2.79, 1.85)
H (-2.51, 5.03, 2.58)
H (-2.94, 5.55, 0.93)
H (-3.60, 4.05, 1.60)
H (-0.64, 4.55, 1.00)
H (-1.73, 3.58, 0.00)
H (-1.97, 2.21, 1.88)
C (3.06, -6.48, 2.81)
C (3.01, -6.58, 1.30)
O (1.82, -7.21, 0.84)
H (3.00, -7.47, 3.25)
H (3.98, -6.00, 3.14)
H (2.22, -5.89, 3.18)
H (3.84, -7.17, 0.92)
H (3.07, -5.58, 0.85)
H (1.08, -6.68, 1.16)
C (-1.33, 3.18, -3.85)
C (-2.27, 4.36, -3.73)
O (-1.97, 5.12, -2.56)
H (-1.41, 2.54, -2.97)
H (-1.56, 2.58, -4.74)
H (-0.30, 3.52, -3.92)
H (-3.30, 4.03, -3.63)
H (-2.21, 5.01, -4.61)
H (-1.07, 5.45, -2.64)
C (3.68, 4.22, -4.93)
C (2.50, 5.07, -5.37)
O (1.67, 5.43, -4.27)
H (3.34, 3.32, -4.43)
H (4.29, 3.94, -5.79)
H (4.31, 4.77, -4.23)
H (1.87, 4.52, -6.06)
H (2.85, 5.97, -5.88)
H (2.20, 5.93, -3.64)
C (-3.75, 8.14, -0.97)
C (-4.85, 7.40, -1.71)
O (-4.55, 7.22, -3.09)
H (-3.57, 9.11, -1.43)
H (-4.01, 8.29, 0.08)
H (-2.82, 7.57, -1.02)
H (-5.78, 7.97, -1.68)
H (-5.03, 6.43, -1.24)
H (-3.73, 6.71, -3.13)
C (-3.10, -1.86, 5.58)
C (-2.55, -0.45, 5.42)
O (-1.35, -0.45, 4.65)
H (-2.36, -2.50, 6.06)
H (-4.01, -1.87, 6.18)
H (-3.32, -2.29, 4.61)
H (-2.30, -0.02, 6.38)
H (-3.30, 0.19, 4.94)
H (-1.55, -0.83, 3.79)
C (0.93, -9.55, -2.09)
C (-0.12, -8.53, -2.47)
O (-1.03, -8.30, -1.39)
H (0.47, -10.50, -1.80)
H (1.62, -9.74, -2.92)
H (1.51, -9.19, -1.24)
H (-0.73, -8.88, -3.31)
H (0.35, -7.59, -2.76)
H (-0.50, -7.98, -0.65)


(3)
C2H3FOS | the ωB97M-V functional and the def2-TZVPD basis

## Properties
* DFT total energy: -17721.847 eV
* Kohn-Sham gap: 9.54 eV
* energy above the lowest of the compared OMol25 structures with the same formula, charge and spin: 23.1 kcal per mole
* multiplicity: 1
* SMILES: OC(=S)CF

Element x y z (Å)
O (0.62, 1.28, -0.45)
C (0.57, 0.03, -0.10)
S (1.73, -1.06, -0.23)
C (-0.89, -0.28, 0.27)
F (-1.35, -1.07, -0.70)
H (1.55, 1.44, -0.50)
H (-0.78, -0.95, 1.20)
H (-1.46, 0.61, 0.49)


(4)
C21H15FN3Pt | the ωB97M-V functional and the def2-TZVPD basis

## Properties
* DFT total energy: -32450.165 eV
* Kohn-Sham gap: 6.77 eV
* net charge: +1
* energy above the lowest of the compared OMol25 structures with the same formula, charge and spin: 14.0 kcal per mole
* multiplicity: 1

Element x y z (Å)
Pt (0.60, 0.09, 0.54)
C (-0.23, -3.94, 1.81)
C (-0.81, -3.71, 3.05)
C (-1.03, -2.40, 3.46)
C (-0.65, -1.36, 2.64)
N (-0.02, -1.60, 1.45)
C (0.15, -2.86, 1.04)
C (-0.89, 0.07, 2.96)
C (-1.29, 0.61, 4.17)
C (-1.30, 1.99, 4.30)
C (-0.85, 2.81, 3.28)
C (-0.45, 2.22, 2.09)
N (-0.58, 0.89, 1.94)
C (0.21, 2.88, 0.93)
C (0.32, 4.25, 0.78)
C (0.92, 4.76, -0.36)
C (1.37, 3.89, -1.34)
C (1.25, 2.53, -1.13)
N (0.71, 2.03, -0.01)
H (-0.06, -4.94, 1.44)
H (-1.11, -4.54, 3.68)
H (-1.53, -2.20, 4.40)
H (0.64, -2.97, 0.09)
H (-1.56, -0.02, 5.00)
H (-1.60, 2.43, 5.24)
H (-0.78, 3.88, 3.42)
H (-0.08, 4.91, 1.54)
H (1.02, 5.83, -0.49)
H (1.82, 4.25, -2.25)
H (1.61, 1.80, -1.84)
F (6.29, -1.69, -0.99)
C (5.02, -1.32, -0.72)
C (4.01, -1.72, -1.57)
C (2.71, -1.33, -1.27)
C (2.40, -0.55, -0.16)
C (3.47, -0.16, 0.66)
C (4.78, -0.54, 0.39)
H (4.24, -2.32, -2.44)
H (1.92, -1.64, -1.94)
H (3.29, 0.45, 1.54)
H (5.60, -0.24, 1.03)


(5)
C21H23N3O2 | the ωB97M-V functional and the def2-TZVPD basis

## Properties
* DFT total energy: -30715.169 eV
* Kohn-Sham gap: 7.73 eV
* energy above the lowest of the compared OMol25 structures with the same formula, charge and spin: 47.2 kcal per mole
* multiplicity: 1
* SMILES: C[C@@]12Nc3ccccc3[C@]1(O)CCN2Cc1ccc(/C=C/C(N)=O)cc1

Element x y z (Å)
C (1.82, -3.24, -1.81)
C (1.18, -2.46, -0.68)
N (-0.26, -2.57, -0.79)
C (-0.76, -3.09, 0.37)
C (-2.06, -3.41, 0.70)
C (-2.36, -3.86, 2.00)
C (-1.33, -4.07, 2.94)
C (-0.01, -3.91, 2.56)
C (0.23, -3.36, 1.28)
C (1.55, -2.94, 0.74)
O (2.51, -3.96, 0.87)
C (2.14, -1.70, 1.44)
C (2.46, -0.71, 0.30)
N (1.48, -1.05, -0.75)
C (1.35, -0.24, -1.95)
C (0.81, 1.12, -1.58)
C (-0.24, 1.20, -0.65)
C (-0.87, 2.41, -0.30)
C (-0.37, 3.62, -0.86)
C (-0.99, 4.90, -0.60)
C (-2.23, 5.08, 0.04)
C (-2.64, 6.42, 0.46)
N (-3.85, 6.67, 0.99)
O (-1.95, 7.40, 0.34)
C (0.70, 3.53, -1.75)
C (1.30, 2.32, -2.11)
H (2.91, -3.17, -1.79)
H (1.49, -2.85, -2.78)
H (1.57, -4.28, -1.70)
H (-0.75, -1.77, -1.22)
H (-2.83, -3.20, 0.00)
H (-3.43, -4.00, 2.24)
H (-1.51, -4.37, 3.97)
H (0.82, -4.10, 3.23)
H (2.10, -4.85, 0.70)
H (2.96, -1.91, 2.11)
H (1.39, -1.24, 2.11)
H (3.47, -0.89, -0.09)
H (2.41, 0.30, 0.65)
H (2.27, -0.20, -2.48)
H (0.59, -0.71, -2.66)
H (-0.57, 0.26, -0.20)
H (-1.72, 2.38, 0.38)
H (-0.42, 5.79, -0.84)
H (-2.95, 4.31, 0.26)
H (-4.58, 5.98, 0.80)
H (-4.07, 7.66, 1.12)
H (1.13, 4.43, -2.16)
H (2.09, 2.32, -2.84)


(6)
C26H27F2N5O2 | the ωB97M-V functional and the def2-TZVPD basis

## Properties
* DFT total energy: -44382.229 eV
* Kohn-Sham gap: 8.34 eV
* multiplicity: 1
* SMILES: O=C(Cn1c(=O)c2cccn2c2ccc(F)cc21)NCCCN1CCN(c2ccccc2F)CC1

Element x y z (Å)
O (4.06, -2.60, -0.96)
C (4.09, -1.69, -0.16)
C (3.83, -1.89, 1.34)
N (2.51, -1.37, 1.68)
C (2.45, -0.05, 2.08)
O (3.45, 0.66, 2.04)
C (1.17, 0.40, 2.55)
C (0.79, 1.62, 3.07)
C (-0.57, 1.52, 3.39)
C (-0.98, 0.25, 3.05)
N (0.07, -0.43, 2.54)
C (0.13, -1.70, 1.99)
C (-1.00, -2.49, 1.85)
C (-0.93, -3.73, 1.25)
C (0.30, -4.15, 0.76)
F (0.38, -5.34, 0.14)
C (1.44, -3.39, 0.87)
C (1.38, -2.15, 1.51)
N (4.34, -0.40, -0.45)
C (4.32, 0.14, -1.79)
C (3.01, 0.90, -2.04)
C (1.82, -0.06, -2.18)
N (0.63, 0.45, -1.51)
C (0.09, 1.64, -2.14)
C (-1.05, 2.18, -1.29)
N (-2.10, 1.17, -1.18)
C (-3.40, 1.58, -0.92)
C (-4.00, 2.53, -1.76)
C (-5.30, 2.94, -1.59)
C (-6.08, 2.40, -0.58)
C (-5.53, 1.46, 0.27)
C (-4.21, 1.08, 0.10)
F (-3.73, 0.18, 1.01)
C (-1.58, -0.04, -0.59)
C (-0.41, -0.55, -1.44)
H (3.89, -2.95, 1.60)
H (4.56, -1.32, 1.92)
H (1.43, 2.47, 3.21)
H (-1.18, 2.28, 3.82)
H (-1.96, -0.18, 3.14)
H (-1.95, -2.13, 2.21)
H (-1.80, -4.36, 1.14)
H (2.35, -3.76, 0.42)
H (4.27, 0.27, 0.31)
H (4.42, -0.70, -2.49)
H (5.17, 0.81, -1.91)
H (3.12, 1.51, -2.93)
H (2.84, 1.55, -1.19)
H (2.07, -1.01, -1.70)
H (1.63, -0.27, -3.24)
H (-0.28, 1.41, -3.16)
H (0.87, 2.40, -2.22)
H (-0.66, 2.42, -0.29)
H (-1.46, 3.09, -1.73)
H (-3.42, 2.94, -2.57)
H (-5.72, 3.67, -2.27)
H (-7.11, 2.71, -0.45)
H (-6.09, 1.03, 1.07)
H (-1.22, 0.14, 0.43)
H (-2.35, -0.80, -0.57)
H (-0.79, -0.81, -2.44)
H (-0.01, -1.46, -0.97)


| no. | HOMO (Ha) |
| --- | --- |
| 1 | -0.500 |
| 2 | -0.333 |
| 3 | -0.343 |
| 4 | -0.397 |
| 5 | -0.291 |
| 6 | -0.294 |